Entry 1:
# C7H12BrFO

One molecule with the formula C7H12BrFO in a non-equilibrium geometry (ωB97M-V/def2-TZVPD, the Open Molecules 2025 dataset).

Values from the calculation:
HOMO energy ... -9.9388 eV
SMILES ... C[C@H](Br)C[C@@]1(F)CCOC1
Orbital gap ... 10.716 eV
E_LUMO ... 0.8 eV

Geometry (Å):
C (2.2741, 1.1222, -0.3379)
C (2.1018, -0.2945, 0.2936)
Br (3.1719, -1.6114, -0.7483)
C (0.6213, -0.7517, 0.5200)
C (-0.3910, -0.3560, -0.5937)
F (-0.2251, -0.9074, -1.8611)
C (-1.7239, -1.0623, -0.0951)
C (-2.2596, 0.0176, 0.9380)
O (-1.6804, 1.2788, 0.5605)
C (-0.9769, 1.0914, -0.6550)
H (2.3640, 1.0284, -1.4422)
H (3.2575, 1.5209, 0.0049)
H (1.5105, 1.8571, -0.0264)
H (2.5815, -0.2729, 1.2966)
H (0.3126, -0.3923, 1.5266)
H (0.6231, -1.8638, 0.5895)
H (-1.5922, -2.0125, 0.4601)
H (-2.5082, -1.1734, -0.8729)
H (-1.9761, -0.2852, 1.9724)
H (-3.3637, 0.1687, 0.9286)
H (-1.7801, 0.9848, -1.4321)
H (-0.3411, 1.9133, -1.0263)

=====

Entry 2:
# C7H12BrN2

An isolated ion of composition C7H12BrN2 and charge +1 in a non-equilibrium geometry (ωB97M-V/def2-TZVPD, the Open Molecules 2025 dataset).

Values from the calculation:
HOMO energy ... -13.6654 eV
Net charge ... +1
SMILES ... C[NH+](C)[C@]1(Br)C=CCC=N1
Orbital gap ... 9.746 eV
E_LUMO ... -3.9 eV
Energy relative to the best compared isomer or geometry (same formula, charge and spin) ... 195.35 kJ/mol

Geometry (Å):
C (1.4650, 1.1502, 0.5013)
N (0.0739, 1.4019, 0.2767)
C (-0.0849, 2.4363, -0.7754)
C (-0.7266, 0.2271, 0.0914)
Br (-2.7324, 0.7890, 0.1623)
C (-0.3995, -0.7076, 1.1566)
C (-0.2962, -2.0234, 1.0057)
C (-0.3992, -2.7464, -0.2632)
C (-0.1453, -1.7764, -1.3489)
N (-0.3168, -0.5202, -1.3633)
H (2.0245, 1.8681, 1.0245)
H (1.6481, 0.2708, 1.0634)
H (1.8998, 0.9764, -0.4712)
H (-0.2090, 2.0390, 1.0008)
H (-0.9839, 2.9637, -0.7852)
H (0.6873, 3.2280, -0.4890)
H (0.0149, 2.0793, -1.7534)
H (-0.4074, -0.2057, 2.1627)
H (0.0682, -2.5043, 1.9881)
H (0.2918, -3.5202, -0.4154)
H (-1.4790, -3.1457, -0.3893)
H (0.0071, -2.2797, -2.3791)

=====

Entry 3:
# C7H12Cl2N2O2

One molecule with the formula C7H12Cl2N2O2 in a non-equilibrium geometry (ωB97M-V/def2-TZVPD, the Open Molecules 2025 dataset).

Values from the calculation:
HOMO energy ... -8.8264 eV
SMILES ... CC(C)(C/C(O)=N/N)[C@@H](Cl)C(=O)Cl
Orbital gap ... 9.385 eV
E_LUMO ... 0.6 eV
Energy relative to the best compared isomer or geometry (same formula, charge and spin) ... 59.13 kJ/mol

Geometry (Å):
C (0.0418, 0.9678, -1.5419)
C (0.4033, 1.0551, -0.0596)
C (0.9664, 2.5335, 0.1509)
C (1.4098, -0.0374, 0.4269)
C (0.7871, -1.4830, 0.3715)
O (0.7508, -2.0739, 1.5245)
N (0.2984, -1.9402, -0.7248)
N (-0.4157, -3.1266, -0.7140)
C (-0.9217, 0.8220, 0.7709)
Cl (-2.1673, 2.0800, 0.4541)
C (-1.6735, -0.5064, 0.4938)
O (-1.8249, -1.3292, 1.3383)
Cl (-2.5395, -0.4523, -1.0837)
H (-0.7318, 1.8039, -1.8363)
H (-0.1470, 0.0132, -1.7382)
H (1.0234, 1.2647, -2.0091)
H (1.9637, 2.4684, -0.1086)
H (0.6149, 2.8518, 1.1456)
H (0.3908, 3.2414, -0.5609)
H (1.6303, 0.2141, 1.5781)
H (2.2505, 0.1545, -0.1941)
H (0.3014, -2.9353, 1.6539)
H (-0.5289, -3.4993, 0.1337)
H (-1.2583, -3.0374, -1.2408)
H (-0.6241, 0.9507, 1.7696)